(1)
{
  "formula": "C11H18IrN2O4S2",
  "method": "wB97M-V/def2-TZVPD",
  "elements": ["Ir", "N", "C", "C", "O", "O", "H", "H", "H", "H", "O", "N", "C", "C", "C", "C", "C", "S", "H", "H", "H", "H", "C", "C", "S", "O", "C", "C", "H", "H", "H", "H", "H", "H", "H", "H", "H", "H"],
  "xyz": [[0.392, 0.071, -0.088], [-0.786, -0.554, -1.696], [-2.008, -1.225, -1.171], [-1.849, -1.713, 0.274], [-2.736, -2.406, 0.740], [-0.787, -1.324, 0.893], [-1.054, 0.258, -2.242], [-0.280, -1.175, -2.317], [-2.295, -2.070, -1.796], [-2.824, -0.506, -1.174], [1.421, 0.517, 1.612], [2.347, 1.486, 1.519], [2.960, 1.822, 2.678], [3.926, 2.782, 2.708], [4.278, 3.416, 1.506], [3.648, 3.058, 0.348], [2.646, 2.067, 0.336], [1.819, 1.572, -1.080], [2.612, 1.262, 3.532], [4.399, 3.031, 3.645], [5.042, 4.182, 1.496], [3.892, 3.522, -0.597], [-2.847, 4.116, 2.869], [-2.780, 3.369, 1.545], [-1.353, 2.283, 1.432], [-1.609, 1.506, 0.154], [-1.692, 1.146, 2.791], [-3.071, 0.513, 2.758], [-3.679, 4.820, 2.857], [-1.933, 4.681, 3.054], [-3.007, 3.437, 3.706], [-2.642, 4.054, 0.708], [-3.670, 2.772, 1.347], [-1.485, 1.697, 3.711], [-0.912, 0.393, 2.669], [-3.844, 1.191, 3.123], [-3.074, -0.380, 3.382], [-3.322, 0.190, 1.749]],
  "mulliken_spin": [0.924, -0.017, 0.002, 0.006, -0.001, 0.008, 0.002, -0.001, 0.001, 0.000, 0.030, -0.009, -0.002, 0.001, -0.003, 0.005, -0.001, 0.007, 0.000, 0.000, 0.000, 0.001, 0.002, 0.000, 0.009, 0.029, 0.004, -0.001, 0.000, 0.000, 0.000, 0.001, 0.002, 0.000, -0.001, 0.000, 0.000, 0.001],
  "lumo_energy_ev": [0.39, 0.21],
  "charge": 0,
  "e_homo_ev": [-7.3, -7.1],
  "e_above_lowest_kj_mol": 0.0,
  "multiplicity": 2,
  "s_squared": 0.753,
  "orbital_gap_ev": [7.65, 7.32]
}

---

(2)
{
  "formula": "C11H18N2OS",
  "method": "wB97M-V/def2-TZVPD",
  "elements": ["C", "N", "C", "C", "S", "N", "C", "C", "C", "C", "C", "C", "C", "C", "O", "H", "H", "H", "H", "H", "H", "H", "H", "H", "H", "H", "H", "H", "H", "H", "H", "H", "H"],
  "xyz": [[-2.779, 1.216, 3.235], [-1.498, 1.357, 2.451], [-1.041, 2.728, 2.063], [-0.732, 0.218, 2.131], [-1.035, -1.157, 3.070], [0.294, 0.243, 1.150], [-0.076, 0.884, -0.141], [0.036, -0.230, -1.165], [0.866, -1.323, -0.491], [1.224, -0.857, 0.914], [2.005, -1.506, -1.485], [1.477, -2.207, -2.725], [0.667, -1.128, -3.416], [0.849, 0.050, -2.439], [2.159, -0.183, -1.970], [-2.513, 0.958, 4.267], [-3.330, 0.380, 2.778], [-3.365, 2.150, 3.241], [-1.510, 3.025, 1.129], [-1.346, 3.430, 2.829], [0.041, 2.835, 1.985], [0.609, 1.750, -0.353], [-1.092, 1.240, -0.137], [-1.010, -0.598, -1.405], [0.287, -2.228, -0.465], [1.139, -1.663, 1.636], [2.226, -0.459, 1.016], [2.899, -1.984, -1.052], [0.911, -3.083, -2.461], [2.303, -2.496, -3.357], [-0.387, -1.378, -3.535], [1.065, -0.988, -4.398], [0.657, 1.003, -2.900]],
  "lowdin_charge": [-0.099, -0.209, -0.058, -0.726, 0.611, -0.094, -0.107, -0.183, -0.191, -0.122, -0.267, -0.120, -0.108, -0.259, -0.047, 0.062, 0.065, 0.083, 0.073, 0.076, 0.087, 0.143, 0.106, 0.169, 0.144, 0.078, 0.127, 0.168, 0.113, 0.113, 0.115, 0.104, 0.153],
  "lumo_energy_ev": 0.72,
  "charge": 0,
  "e_homo_ev": -7.8,
  "e_above_lowest_kj_mol": 123.5,
  "smiles": "CN(C)C(=S)N1C[C@@H]2[C@H](C1)[C@H]1CC[C@@H]2O1",
  "orbital_gap_ev": 8.52
}

---

(3)
{
  "formula": "C11H18N3O",
  "method": "wB97M-V/def2-TZVPD",
  "elements": ["C", "C", "C", "C", "C", "C", "C", "C", "C", "C", "C", "N", "N", "N", "O", "H", "H", "H", "H", "H", "H", "H", "H", "H", "H", "H", "H", "H", "H", "H", "H", "H", "H"],
  "xyz": [[-2.197, -0.195, -0.987], [-0.247, -0.147, 0.674], [-1.354, 0.655, 0.033], [-1.440, 1.742, -2.006], [-1.382, 2.648, -2.976], [0.813, -0.700, -0.186], [1.135, -2.320, 1.682], [0.494, -1.336, 2.652], [1.843, -1.562, 0.557], [2.515, -2.524, -0.417], [-0.248, 2.899, -0.163], [-2.183, 0.543, -2.057], [-0.803, 1.715, -0.777], [-0.359, -0.426, 1.923], [-2.218, 1.110, 1.058], [-0.816, 3.553, -2.869], [-1.901, 2.495, -3.902], [0.309, -1.300, -0.956], [1.299, 0.120, -0.726], [1.843, -2.948, 2.218], [0.364, -2.964, 1.256], [-0.117, -1.852, 3.395], [1.258, -0.762, 3.184], [2.605, -0.911, 0.996], [2.959, -1.982, -1.247], [1.791, -3.234, -0.815], [3.301, -3.083, 0.083], [-1.012, 3.654, 0.038], [0.221, 2.618, 0.778], [0.509, 3.320, -0.824], [-2.701, 0.293, -2.889], [-3.133, 0.865, 0.864], [-1.146, 0.017, 2.404]],
  "lowdin_charge": [0.103, -0.094, -0.458, -0.338, 0.117, -0.058, -0.133, -0.112, -0.358, -0.053, -0.013, 0.091, -0.069, 0.170, 0.035, 0.064, 0.067, 0.151, 0.153, 0.133, 0.137, 0.141, 0.144, 0.150, 0.088, 0.091, 0.089, 0.107, 0.097, 0.098, 0.161, 0.119, 0.178],
  "lumo_energy_ev": -3.79,
  "charge": 1,
  "e_homo_ev": -12.0,
  "e_above_lowest_kj_mol": 0.0,
  "orbital_gap_ev": 8.26
}

---

(4)
{
  "formula": "C11H18N3O7P",
  "method": "wB97M-V/def2-TZVPD",
  "elements": ["C", "C", "O", "N", "C", "C", "O", "N", "C", "C", "C", "C", "C", "N", "O", "C", "C", "O", "P", "O", "O", "O", "H", "H", "H", "H", "H", "H", "H", "H", "H", "H", "H", "H", "H", "H", "H", "H", "H", "H"],
  "xyz": [[1.614, -2.528, -3.961], [1.902, -1.775, -2.699], [3.022, -1.770, -2.246], [0.857, -1.203, -1.987], [0.987, -0.542, -0.665], [-0.064, -1.068, 0.314], [-0.978, -1.792, -0.061], [-0.031, -0.803, 1.677], [1.172, -0.385, 2.398], [0.653, -0.405, 3.834], [-0.660, -0.734, 3.896], [-1.214, -1.053, 2.566], [-2.403, -0.150, 2.183], [-3.687, -0.549, 2.535], [-2.271, 0.912, 1.614], [0.814, 0.970, -0.799], [1.829, 1.536, -1.835], [-0.541, 1.241, -1.230], [-1.046, 2.770, -0.907], [-0.260, 3.534, 0.067], [-0.945, 3.639, -2.243], [-2.530, 2.573, -0.362], [2.491, -3.085, -4.267], [1.272, -1.833, -4.751], [0.806, -3.206, -3.774], [-0.083, -1.197, -2.413], [1.995, -0.723, -0.228], [1.999, -1.073, 2.161], [1.424, 0.650, 2.144], [1.293, -0.143, 4.689], [-1.279, -0.749, 4.794], [-1.507, -2.116, 2.507], [-4.419, -0.084, 1.985], [-3.773, -1.569, 2.710], [0.959, 1.386, 0.209], [1.516, 1.215, -2.847], [1.862, 2.641, -1.881], [2.831, 1.100, -1.630], [-1.213, 4.490, -1.864], [-2.396, 1.879, 0.368]],
  "lowdin_charge": [0.003, -0.535, 0.051, 0.111, -0.167, -0.361, 0.078, 0.001, -0.120, -0.018, -0.031, -0.185, -0.414, 0.168, 0.067, -0.346, -0.013, -0.147, 0.353, -0.256, -0.092, -0.125, 0.085, 0.095, 0.073, 0.160, 0.162, 0.132, 0.120, 0.113, 0.121, 0.156, 0.126, 0.119, 0.123, 0.090, 0.086, 0.095, 0.086, 0.035],
  "lumo_energy_ev": 0.48,
  "charge": 0,
  "e_homo_ev": -9.7,
  "e_above_lowest_kj_mol": 0.0,
  "smiles": "CC(=O)N[C@H](C(=O)N1CC=C[C@H]1C(N)=O)[C@@H](C)OP(=O)(O)O",
  "orbital_gap_ev": 10.13
}

---

(5)
{
  "formula": "C11H18N4O3S",
  "method": "wB97M-V/def2-TZVPD",
  "elements": ["C", "S", "C", "C", "C", "N", "C", "O", "C", "N", "C", "C", "C", "N", "C", "N", "C", "O", "O", "H", "H", "H", "H", "H", "H", "H", "H", "H", "H", "H", "H", "H", "H", "H", "H", "H", "H"],
  "xyz": [[-4.558, 2.035, 0.592], [-5.323, 0.474, 1.174], [-3.784, -0.485, 1.558], [-2.773, -0.947, 0.476], [-1.572, -1.449, 1.223], [-0.357, -1.454, 0.439], [0.569, -0.494, 0.680], [0.623, 0.312, 1.676], [1.534, -0.424, -0.383], [1.061, -0.707, -1.694], [2.103, 1.119, -0.292], [3.335, 1.238, -1.167], [4.521, 1.808, -0.820], [5.264, 1.641, -2.015], [4.428, 1.239, -2.979], [3.242, 0.836, -2.474], [-1.898, -2.836, 1.645], [-2.984, -3.349, 1.770], [-0.689, -3.503, 2.119], [-4.427, 2.909, 1.378], [-5.215, 2.518, -0.202], [-3.538, 1.535, 0.016], [-3.049, 0.139, 2.298], [-4.206, -1.360, 2.255], [-3.245, -1.724, -0.153], [-2.501, 0.033, 0.014], [-1.173, -0.883, 2.142], [-0.227, -1.900, -0.551], [2.386, -1.055, -0.317], [0.637, 0.175, -2.066], [1.780, -0.933, -2.327], [1.379, 1.913, -0.482], [2.585, 1.193, 0.699], [4.947, 2.378, -0.010], [6.131, 2.053, -2.239], [4.832, 0.874, -3.905], [0.161, -2.920, 1.924]],
  "lowdin_charge": [-0.459, 0.730, -0.526, -0.194, -0.291, 0.074, -0.435, 0.013, -0.306, 0.041, -0.056, -0.343, -0.015, 0.041, -0.180, 0.096, -0.398, 0.126, 0.010, 0.064, 0.025, 0.080, 0.130, 0.106, 0.136, 0.098, 0.184, 0.193, 0.150, 0.116, 0.049, 0.124, 0.111, 0.117, 0.129, 0.115, 0.147],
  "lumo_energy_ev": 0.50,
  "charge": 0,
  "e_homo_ev": -8.5,
  "e_above_lowest_kj_mol": 340.1,
  "smiles": "CSCC[C@H](NC(=O)[C@@H](N)Cc1c[nH]cn1)C(=O)O",
  "orbital_gap_ev": 9.01
}

---

(6)
{
  "formula": "C11H18N4OPdSSi",
  "method": "wB97M-V/def2-TZVPD",
  "elements": ["Pd", "C", "C", "N", "N", "C", "N", "S", "C", "C", "C", "C", "C", "N", "H", "H", "H", "H", "H", "H", "H", "H", "H", "C", "Si", "C", "C", "O", "H", "H", "H", "H", "H", "H", "H", "H", "H"],
  "xyz": [[-0.791, -0.857, -0.452], [2.007, 0.591, -3.293], [0.933, 0.356, -2.287], [0.502, -0.808, -1.942], [1.036, -1.935, -2.489], [0.446, -3.024, -2.020], [0.889, -4.191, -2.538], [-0.854, -3.112, -0.868], [0.249, 1.502, -1.621], [0.537, 2.825, -1.892], [-0.217, 3.814, -1.265], [-1.232, 3.457, -0.398], [-1.449, 2.107, -0.150], [-0.719, 1.176, -0.742], [2.339, -0.357, -3.705], [2.859, 1.097, -2.833], [1.639, 1.226, -4.101], [1.737, -4.174, -3.079], [0.642, -5.042, -2.067], [1.329, 3.078, -2.581], [-0.009, 4.858, -1.462], [-1.841, 4.201, 0.094], [-2.192, 1.736, 0.546], [-0.508, 1.135, 2.886], [-0.934, -0.651, 2.463], [-1.677, -1.435, 3.988], [0.724, -1.507, 2.218], [-1.946, -0.738, 1.176], [0.069, 1.187, 3.813], [-1.408, 1.742, 3.021], [0.095, 1.596, 2.098], [-1.013, -1.294, 4.845], [-1.823, -2.508, 3.842], [-2.647, -0.997, 4.236], [1.244, -1.538, 3.182], [1.376, -0.982, 1.515], [0.606, -2.533, 1.865]],
  "lowdin_charge": [0.764, -0.025, -0.251, -0.143, 0.000, -0.842, 0.071, 0.621, -0.199, -0.002, -0.042, -0.034, -0.103, -0.010, 0.066, 0.092, 0.089, 0.100, 0.082, 0.111, 0.113, 0.112, 0.113, -0.186, 0.210, -0.179, -0.208, -0.517, 0.029, 0.026, 0.012, 0.027, 0.029, 0.027, 0.029, 0.013, 0.006],
  "lumo_energy_ev": -0.66,
  "charge": 0,
  "e_homo_ev": -8.1,
  "orbital_gap_ev": 7.45
}

---

> Number 2 is which compound?

C11H18N2OS